Version a
Density functional theory data (ωB97M-V/def2-TZVPD) for a cluster of 2 separate species, C5H7N3O2 in total.

Geometry as XYZ:
```
17
Properties=species:S:1:pos:R:3
O -1.87227 -1.37139 0.28128
O -1.94669 1.27370 0.21313
N 1.65504 0.19724 -0.87234
N -2.39948 0.58774 -0.79182
N 1.05053 0.66907 0.22801
C -2.37369 -0.78215 -0.71663
C 1.86012 -1.36394 0.72988
C 2.13347 -1.00902 -0.55491
C 1.14521 -0.27418 1.25213
C 0.30063 1.74679 0.39414
H 0.90101 -0.13456 2.29048
H 2.80146 -1.39259 -1.24450
H 0.06692 1.96588 1.35028
H -2.65089 1.08111 -1.73777
H 0.23422 2.50594 -0.39161
H -2.83025 -1.31385 -1.56701
H 1.92467 -2.38582 1.13726
```

- M (Da) = 141.13
- HOMO level (spin up / spin down) (eV) = -8.72 / -7.33
- LUMO (spin up / spin down) (eV) = -0.4 / -1.0
- frontier orbital gap (spin up / spin down) (eV) = 8.330 / 6.325

Version b
Density functional theory data (ωB97M-V/def2-TZVPD) for an isolated molecule of C5H7N3O2.

Geometry as XYZ:
```
17
Properties=species:S:1:pos:R:3
O 1.61730 1.40958 0.42960
O -2.06149 2.07246 0.47054
N 0.90749 -0.15700 -0.94332
N -2.42210 -1.43221 0.79196
N -3.63010 -1.06732 0.37720
C -3.76330 0.27477 0.23539
C -0.28734 -0.30129 1.32093
C -2.50906 0.79618 0.49584
C -1.71178 -0.30861 0.87198
C 0.70652 0.05608 0.26615
H -0.02435 -1.30101 1.69934
H -0.15234 0.40250 2.15770
H -4.32162 -1.77321 0.16337
H 1.65415 0.80517 -1.12073
H -2.74737 2.67382 0.16668
H -4.69341 0.73625 -0.08069
H 1.15154 1.93979 1.09176
```

- M (Da) = 141.13
- HOMO level (eV) = -8.90
- SMILES = [H]/N=C(\O)Cc1n[nH]cc1O
- LUMO (eV) = 0.5
- frontier orbital gap (eV) = 9.400

Version c
Density functional theory data (ωB97M-V/def2-TZVPD) for an isolated molecule of C5H7N3O2.

Geometry as XYZ:
```
17
Properties=species:S:1:pos:R:3
O -1.66350 -1.43854 -2.03873
O 0.08428 0.98376 1.19013
N -0.15655 0.52630 -0.95243
N -3.50457 -0.48477 -1.19427
N 1.90523 0.06266 0.12553
C 0.69178 0.62860 0.03984
C -2.32884 -0.61105 -0.78648
C -1.25995 0.87747 0.95145
C -1.38950 0.40845 -0.31444
C 2.73759 0.18837 1.30557
H 2.79739 1.23189 1.64250
H -1.93415 0.97529 1.79323
H 2.04002 -0.73593 -0.48195
H 2.35969 -0.43067 2.13298
H 3.74637 -0.14838 1.04602
H -0.82099 -0.96992 -2.17636
H -3.30428 -1.06351 -2.28258
```

- M (Da) = 141.13
- HOMO level (eV) = -8.61
- SMILES = [H]/N=C(\O)c1coc(NC)n1
- LUMO (eV) = 0.3
- frontier orbital gap (eV) = 8.886

Relative energies in kcal/mol: version a 55.3; version b 0.0; version c 33.6

Version a
Density functional theory data (ωB97M-V/def2-TZVPD) for an isolated molecule of C3H4O2S.

Geometry as XYZ:
```
10
Properties=species:S:1:pos:R:3
S 2.37572 -0.02481 0.09537
O 2.30033 1.34494 -0.27583
O 3.65008 -0.66802 0.25083
C -0.22201 0.88420 0.29398
C -0.11969 -0.20026 -0.41112
C 1.08098 -0.91841 -0.45878
H -0.81431 -0.47861 -1.10939
H 0.55144 1.10796 0.99710
H 1.03448 -1.90449 -0.11346
H -1.05207 1.52939 0.23458
```

- M (Da) = 104.13
- HOMO level (spin up / spin down) (eV) = -9.22 / -9.22
- SMILES = C=CC=S(=O)=O
- LUMO (spin up / spin down) (eV) = -1.2 / -1.2
- frontier orbital gap (spin up / spin down) (eV) = 8.022 / 8.021

Version b
Density functional theory data (ωB97M-V/def2-TZVPD) for a structure of composition C3H4O2S.

Geometry as XYZ:
```
10
Properties=species:S:1:pos:R:3
S 1.12849 -0.25441 -0.15445
O 1.80131 -1.41414 -0.47987
O 2.10127 1.15649 0.34465
C -0.51781 -0.02917 -0.96668
C -0.03445 -0.12269 1.18358
C -1.08564 0.13955 0.42545
H -0.82903 -0.94664 -1.64721
H 0.08045 0.21384 2.24048
H -0.60727 0.83326 -1.59467
H -2.03732 0.42390 0.64872
```

- M (Da) = 104.13
- HOMO level (eV) = -9.75
- LUMO (eV) = 0.3
- frontier orbital gap (eV) = 10.075

Relative energies in kcal/mol: version a 0.0; version b 22.4

Version a
Density functional theory data (ωB97M-V/def2-TZVPD) for an isolated molecule of C3H4O2S.

Geometry as XYZ:
```
10
Properties=species:S:1:pos:R:3
S -0.84435 -1.59458 -0.21087
O -0.63812 1.20922 -0.18189
O -2.76769 0.59210 0.16023
C 0.71236 -0.76925 0.25033
C 0.69599 0.55012 -0.33770
C -1.63678 0.35066 -0.02825
H 0.99004 0.55498 -1.35281
H 1.61157 -1.31638 0.02411
H 1.33702 1.14410 0.36643
H 0.53997 -0.72098 1.31041
```

- M (Da) = 104.13
- HOMO level (eV) = -9.32
- SMILES = O=C1OCCS1
- LUMO (eV) = 0.5
- frontier orbital gap (eV) = 9.779

Version b
Density functional theory data (ωB97M-V/def2-TZVPD) for a cluster of 2 separate species, C3H4O2S in total.

Geometry as XYZ:
```
10
Properties=species:S:1:pos:R:3
S -0.01301 -0.90709 0.68332
O -0.75306 -1.99050 0.12102
O 0.98195 -1.15257 1.66623
C 2.07822 0.85695 -2.29993
C -1.35437 0.31778 1.11034
C 1.51528 0.05059 -1.63077
H -2.07903 -0.24780 1.58334
H -1.75010 0.75844 0.24399
H 2.34912 1.24028 -3.23567
H -0.97499 1.07391 1.75813
```

- M (Da) = 104.13
- HOMO level (spin up / spin down) (eV) = -10.58 / -9.81
- LUMO (spin up / spin down) (eV) = -2.2 / -2.6
- frontier orbital gap (spin up / spin down) (eV) = 8.350 / 7.198

Relative energies in kcal/mol: version a 0.0; version b 145.7

Version a
Density functional theory data (ωB97M-V/def2-TZVPD) for an isolated molecule of C3H4O2S.

Geometry as XYZ:
```
10
Properties=species:S:1:pos:R:3
S 2.60747 -0.13569 0.27817
O 0.83222 1.70700 0.36218
O -1.09069 -0.38781 1.06795
C 1.00247 0.51896 0.19265
C -1.51224 0.24401 -0.19723
C -0.16480 -0.32635 -0.01006
H 2.25661 -1.27652 -0.27892
H 0.05006 -1.32880 -0.55502
H -1.69127 1.30362 -0.16973
H -2.28983 -0.31842 -0.68999
```

- M (Da) = 104.13
- HOMO level (eV) = -10.20
- SMILES = O=C(S)[C@@H]1CO1
- LUMO (eV) = 0.5
- frontier orbital gap (eV) = 10.744

Version b
Density functional theory data (ωB97M-V/def2-TZVPD) for a cluster of 2 separate species, C3H4O2S in total.

Geometry as XYZ:
```
10
Properties=species:S:1:pos:R:3
S -3.49176 -0.02871 0.18979
O -2.84550 -1.21500 -0.38636
O -1.15508 0.92010 0.26296
C 0.81193 -0.64173 0.31064
C 1.34598 0.66709 -0.42576
C -0.08579 0.49224 -0.02751
H 1.75348 1.55073 0.22374
H 1.65924 0.56693 -1.38797
H 0.98880 -0.75670 1.45724
H 1.01870 -1.55495 -0.21677
```

- M (Da) = 104.13
- HOMO level (spin up / spin down) (eV) = -8.38 / -8.42
- SMILES = O=C1CC1.O=S
- LUMO (spin up / spin down) (eV) = -0.8 / -0.7
- frontier orbital gap (spin up / spin down) (eV) = 7.631 / 7.684

Version c
Density functional theory data (ωB97M-V/def2-TZVPD) for an isolated molecule of C3H4O2S.

Geometry as XYZ:
```
10
Properties=species:S:1:pos:R:3
S 2.25221 -0.24538 0.02242
O -2.37432 -0.82096 -0.22913
O -1.18666 1.45613 -0.01780
C -1.22685 -0.92083 0.11506
C 0.82364 0.34366 -0.31879
C -0.45136 0.36473 0.41902
H -2.08588 1.03005 0.02797
H -0.37871 0.30064 1.48084
H -0.69960 -1.90283 0.18842
H 0.74403 0.69140 -1.37235
```

- M (Da) = 104.13
- HOMO level (eV) = -9.16
- SMILES = O=C[C@H](O)C=S
- LUMO (eV) = -0.7
- frontier orbital gap (eV) = 8.485

Relative energies in kcal/mol: version a 3.6; version b 65.7; version c 0.0